(1)
# C18H37DyO2P3

A molecular structure, C18H37DyO2P3 at a distorted geometry (ωB97M-V/def2-TZVPD, the OMol25 dataset).

## Properties
Charge ... +3
2S+1 ... 6
HOMO-LUMO gap (spin up / spin down) ... 6.554 / 6.669 eV

Geometry as XYZ:
```
61
Properties=species:S:1:pos:R:3:forces:R:3
Dy 0.696317 -0.166764 -1.590622 0.90 -1.30 1.41
P -1.073045 0.893422 -3.387067 -0.83 0.95 -0.40
P -1.231940 -1.986531 -0.557922 -1.74 -1.32 0.88
P 2.340144 1.958833 -0.942563 1.05 1.98 0.52
H 2.256415 -3.747664 0.400951 1.05 0.30 0.83
C 3.015417 -3.016724 0.783759 -0.73 0.51 -0.63
C 2.963218 -2.398707 1.980701 0.01 -0.02 -1.17
H 2.284584 -2.656283 2.785433 -0.09 -0.09 -0.18
C -0.703802 0.215183 -5.060556 -0.13 0.03 -0.14
C -2.855730 0.798279 -2.977144 -0.15 -0.43 -0.09
C -0.803932 2.703209 -3.416468 0.33 0.21 -0.10
C -0.805173 -3.169146 0.772697 0.70 -0.32 0.33
C -2.732888 -1.325561 0.272763 -0.06 0.73 -0.03
C -2.025525 -3.048059 -1.841609 0.46 0.12 -0.52
C 3.632317 1.643800 0.313387 0.27 -0.72 0.46
C 1.461445 3.487281 -0.431853 -0.57 0.04 0.02
C 3.302797 2.608343 -2.357149 -0.16 -0.53 -0.54
H 3.774999 -2.733978 0.022243 -0.45 -0.18 0.70
H 3.625322 -1.555926 2.163166 0.21 -0.37 0.24
H -1.419144 0.611580 -5.792447 0.31 0.00 0.01
H -0.816982 -0.877150 -5.073921 -0.29 0.04 0.07
H 0.343345 0.405693 -5.384331 -0.68 0.40 0.12
H -3.497614 1.189455 -3.782159 0.33 -0.07 0.18
H -3.035169 1.397599 -2.069756 0.12 -0.14 -0.33
H -3.156295 -0.236727 -2.766274 0.02 0.27 -0.11
H -1.379676 3.182967 -4.219966 0.08 -0.19 0.16
H 0.257378 2.958172 -3.560481 -0.32 -0.08 -0.01
H -1.136114 3.130576 -2.454931 0.05 -0.20 -0.37
H -1.350008 -4.120552 0.642766 0.23 0.42 -0.08
H -1.120281 -2.731415 1.732337 0.23 -0.16 -0.34
H 0.275568 -3.361836 0.828960 -0.45 -0.11 -0.02
H -3.574693 -2.025575 0.162911 0.36 0.17 0.04
H -3.025451 -0.351219 -0.131677 -0.22 -0.22 0.11
H -2.502763 -1.208412 1.341300 -0.19 0.11 -0.35
H -2.882168 -3.600651 -1.428902 0.35 0.23 0.08
H -1.297491 -3.770495 -2.237629 -0.22 0.18 0.03
H -2.393445 -2.423475 -2.669349 0.09 -0.25 0.15
H 4.547035 2.234168 0.121013 -0.54 -0.15 0.02
H 3.909375 0.569546 0.270401 0.00 0.55 0.03
H 3.289204 1.835541 1.347493 0.02 0.01 -0.56
H 2.085752 4.381136 -0.578536 -0.05 -0.37 0.21
H 1.097768 3.435539 0.603396 0.29 0.03 -0.19
H 0.567795 3.618659 -1.062180 0.31 0.01 0.11
H 3.919468 3.470924 -2.065666 -0.21 -0.33 0.08
H 2.617587 2.917601 -3.154337 0.12 0.07 0.10
H 3.928932 1.810147 -2.773433 0.07 0.22 0.08
C 2.590038 -1.322255 -4.170628 1.40 -0.19 -1.63
C 2.414367 -1.406279 -5.547901 0.14 0.45 -0.08
C 3.552657 -1.260089 -6.360061 0.11 -0.20 0.51
C 4.807484 -1.144264 -5.740250 -0.26 0.25 -0.46
C 4.940208 -1.188796 -4.360633 -0.15 -0.48 0.44
C 3.830273 -1.369953 -3.549046 -0.79 0.63 -0.17
O 1.522177 -0.915988 -3.380851 -3.07 -0.27 -0.47
H 0.640241 -0.682659 -3.889697 2.43 -1.03 0.10
H 1.403402 -1.524943 -5.959630 0.52 0.23 0.00
H 3.463638 -1.160620 -7.448695 0.00 -0.36 0.53
H 5.691571 -0.993654 -6.344620 -0.04 0.03 -0.05
H 5.875550 -1.048994 -3.841438 0.36 -0.25 -0.35
H 3.885831 -1.452468 -2.464620 0.18 0.23 -0.09
O -1.384710 1.735856 0.645998 2.48 -2.72 -3.67
C -0.807699 1.128643 -0.157783 -3.15 3.60 4.59
```
Positions in Å, forces in eV/Å.

Here are the Mulliken charges for atoms 1 to 4, given in e: atom 1 (Dy): 0.389, atom 2 (P): 0.737, atom 3 (P): 1.105, atom 4 (P): 0.942



(2)
# C29H65N3O16

9 unconnected molecules or ions with the total composition C29H65N3O16 at a distorted geometry (ωB97M-V/def2-TZVPD, the OMol25 dataset).

## Properties
Charge ... 0
Structure (SMILES) ... C[N+](=O)[O-].C[N+](=O)[O-].C[N+](=O)[O-].c1ccccc1.COCCOC.COCCOC.COCCOC.COCCOC.COCCOC
HOMO-LUMO gap ... 9.018 eV
Relative energy (zero: lowest compared OMol25 entry of this formula, charge and spin) ... 1.718 eV

Geometry as XYZ:
```
113
Properties=species:S:1:pos:R:3:forces:R:3
C -7.352009 30.155232 32.394605 -0.42 0.17 -0.48
N -8.235563 30.983821 33.267403 0.51 1.10 0.43
O -9.433849 30.797520 33.187550 0.37 -0.01 0.20
O -7.693753 31.839270 33.971813 -0.59 -1.03 -0.62
H -6.583615 30.784178 31.962064 0.12 0.16 0.25
H -8.008473 29.803528 31.605756 0.11 -0.34 0.05
H -6.911299 29.355167 32.975487 -0.03 -0.05 0.13
C -3.150939 35.229650 25.123029 0.29 0.99 0.43
N -4.541338 34.826412 24.857829 -1.01 -0.56 0.02
O -5.223612 34.449326 25.816169 0.83 0.47 -1.19
O -4.927572 34.918545 23.703870 0.10 -0.12 0.74
H -3.098610 36.301919 24.925540 -0.15 -0.03 0.03
H -2.436057 34.776988 24.448763 -0.23 -0.49 -0.05
H -2.961227 35.066937 26.175143 0.18 -0.26 -0.02
C -1.482993 30.170524 32.750733 -0.27 -0.71 -1.09
N -2.806063 29.502952 32.809027 -1.58 -0.52 0.33
O -3.743444 30.157787 33.278341 1.17 -0.92 -0.60
O -2.914307 28.363240 32.347566 0.27 1.38 0.55
H -0.711147 29.474109 33.056051 -0.08 0.02 0.52
H -1.577910 31.097238 33.286199 0.29 0.22 0.06
H -1.342520 30.265532 31.670455 0.09 0.59 0.12
C -5.336606 28.585610 26.803416 1.46 -0.63 0.42
O -5.554600 29.122310 28.101962 -1.09 -0.09 -1.50
C -4.710526 28.590099 29.039736 0.31 -0.05 1.99
C -3.256169 28.986766 28.924437 -0.14 -0.32 0.76
O -3.142578 30.387701 29.025701 -0.22 -0.37 0.06
C -2.101920 30.876106 28.266300 0.53 1.11 -0.99
H -6.092090 28.883243 26.090261 -0.14 0.39 0.13
H -5.255927 27.482970 26.830731 -0.48 0.15 0.15
H -4.315895 28.871280 26.497300 -0.45 0.31 -0.48
H -4.771352 27.499945 29.184126 -0.06 -0.09 -0.58
H -5.089065 28.975900 29.993288 0.19 0.12 0.06
H -2.811694 28.556261 28.020941 0.17 0.33 -0.04
H -2.737674 28.603814 29.810145 0.05 -0.61 -0.23
H -1.987087 31.937620 28.489296 -0.04 0.02 0.10
H -2.354998 30.805893 27.199153 0.17 -0.08 -0.07
H -1.120409 30.407637 28.412439 -0.14 -0.29 0.26
C 0.057436 34.948912 27.776616 0.19 -0.34 -0.40
O 0.118339 35.613857 28.989640 -1.37 0.08 0.15
C 1.369379 35.984082 29.402770 1.17 0.64 1.16
C 2.318966 34.839752 29.651694 -1.04 -1.07 -0.19
O 1.761480 33.999681 30.667852 -0.50 1.98 0.14
C 2.448438 32.840759 30.763123 1.44 -2.07 -0.19
H 0.689546 35.440169 27.026602 -0.01 -0.03 -0.12
H -0.976039 34.964271 27.443905 -0.09 -0.03 -0.03
H 0.376899 33.907306 27.884884 -0.04 -0.08 -0.18
H 1.224107 36.486684 30.362117 0.03 0.17 -0.07
H 1.839797 36.695372 28.711952 0.04 0.01 -0.15
H 3.312712 35.182446 29.952417 0.04 -0.01 -0.23
H 2.323373 34.205683 28.744549 0.72 0.33 0.08
H 3.543783 32.945238 30.826161 0.00 0.40 0.00
H 2.288519 32.210536 29.876084 -0.11 -0.18 -0.01
H 2.195861 32.261078 31.647735 -0.50 0.15 0.11
C -10.911066 28.828998 26.157476 -0.34 -0.25 0.53
O -10.735556 29.240863 24.839915 0.42 -0.06 -0.85
C -9.381221 29.607065 24.574516 -0.99 -0.28 -0.58
C -9.071449 31.006460 25.074490 1.84 -0.21 0.25
O -7.674940 31.018872 25.427643 -0.08 -0.09 0.32
C -7.362883 31.946347 26.450230 -0.47 0.24 0.12
H -10.119173 28.162287 26.524615 0.23 0.24 -0.14
H -11.816370 28.225439 26.211767 -0.22 0.28 -0.02
H -10.993350 29.705667 26.803573 -0.04 -0.17 0.37
H -9.256661 29.596793 23.489582 -0.13 -0.13 0.03
H -8.759739 28.799510 24.968806 0.45 0.47 0.31
H -9.663396 31.274852 25.949821 -0.23 0.05 -0.13
H -9.135997 31.732558 24.262351 -0.73 0.13 0.15
H -7.835737 32.923657 26.272663 0.19 -0.09 -0.15
H -6.286135 32.083401 26.479285 0.03 -0.08 -0.02
H -7.719807 31.604534 27.434721 0.13 -0.13 -0.15
C 0.978451 40.229875 36.099726 -0.49 -0.27 -0.14
O 0.996928 41.148285 35.040147 0.61 -0.26 -0.39
C -0.225344 41.758175 34.795689 -0.54 0.97 0.22
C -1.441092 40.898113 34.996026 -0.92 -0.69 0.28
O -1.276239 39.704397 34.246267 -0.05 0.53 -0.09
C -2.211238 38.716320 34.559129 -1.02 -0.05 -0.56
H 0.530505 40.673901 36.996449 0.44 -0.01 0.21
H 2.000047 39.891860 36.227847 0.10 0.12 0.36
H 0.357766 39.364609 35.833109 0.17 0.00 0.10
H -0.247277 42.132240 33.771006 0.28 -0.23 -0.12
H -0.309444 42.662429 35.422093 -0.23 -0.13 0.12
H -2.341975 41.464851 34.697550 0.23 -0.11 -0.28
H -1.681275 40.594564 36.032109 0.55 0.32 -0.01
H -2.205163 38.400079 35.611280 0.38 -0.06 -0.08
H -2.022692 37.905011 33.862033 0.14 -0.31 0.30
H -3.256314 39.013564 34.347212 0.27 0.29 0.07
C 3.857627 34.136957 34.105797 -0.19 -0.30 0.25
O 4.107948 35.138975 35.067681 -0.44 -0.26 0.70
C 3.578968 36.426585 34.885619 0.80 0.48 -0.30
C 2.101166 36.589399 35.103981 -0.32 -0.68 0.41
O 1.393673 36.050776 34.017702 -0.17 0.04 -0.77
C 0.051092 35.727447 34.292263 -0.20 0.20 -0.20
H 2.839878 34.074460 33.714571 0.00 0.71 -0.15
H 3.946759 33.190463 34.644098 0.59 -0.01 -0.16
H 4.594534 34.238748 33.305568 -0.13 -0.30 -0.20
H 3.913682 36.814987 33.911662 -0.42 0.05 -0.07
H 4.089044 37.046192 35.630033 -0.04 -0.07 0.03
H 1.849334 37.642425 35.272645 0.01 0.04 -0.14
H 1.815628 36.028173 36.009526 0.18 0.16 0.06
H -0.475323 36.568616 34.765770 0.20 -0.31 0.34
H -0.001153 34.797051 34.874001 -0.16 0.27 0.22
H -0.488234 35.567260 33.354299 0.37 -0.11 -0.09
C -3.742972 35.153124 30.435355 0.75 -0.08 0.56
C -3.815663 34.624896 29.151106 -0.19 0.56 0.91
C -4.362555 33.363329 29.009180 -0.21 -0.16 -0.92
C -4.737518 32.590909 30.098617 -0.28 0.20 0.45
C -4.558040 33.088662 31.384833 0.12 0.41 0.08
C -4.031753 34.366792 31.538097 -0.21 -0.12 -0.02
H -3.381939 36.147387 30.663214 0.15 0.11 -0.46
H -3.460766 35.253914 28.345330 -0.32 -0.22 -0.29
H -4.582873 33.003798 28.006417 0.26 -0.14 0.13
H -5.192289 31.627577 29.921910 0.03 -0.06 0.00
H -4.845161 32.594094 32.306317 0.00 -0.48 -0.30
H -3.841108 34.745364 32.536478 -0.21 0.10 -0.05
```
Positions in Å, forces in eV/Å.

Here are the Mulliken charges for atoms 1 to 4, given in e: atom 1 (C): -0.306, atom 2 (N): 0.892, atom 3 (O): -0.548, atom 4 (O): -0.536



Going through the records in order, we get energy values of -75283.44815, -68341.27134 eV.